Entry 1:
DFT (ωB97M-V/def2-TZVPD) results for a 5-piece molecular cluster, C2H14O5 overall.

```
! wB97M-V def2-TZVPD RIJCOSX def2/J DEFGRID3
* xyz 0 1
C -1.25 -2.52 1.10
C -0.93 -1.06 0.82
O 0.45 -0.87 1.17
H -0.70 -3.26 0.42
H -2.36 -2.76 0.97
H -0.92 -2.69 2.16
H -1.09 -0.75 -0.24
H -1.53 -0.40 1.49
H 1.07 -0.98 0.39
O 1.17 2.18 1.31
H 1.17 1.16 1.21
H 1.48 2.29 2.22
O -0.12 0.64 -2.65
H -0.09 1.01 -1.71
H -0.92 1.03 -2.95
O -0.37 2.80 -0.84
H 0.08 2.67 0.09
H -1.18 3.33 -0.67
O 1.91 -0.80 -1.15
H 2.73 -0.34 -1.18
H 1.42 -0.67 -1.96
*
```

As for the SMILES: CCO.O.O.O.O. For the total energy, the calculation gives -12538.548 eV. As for the HOMO-LUMO gap: 10.72 eV.



Entry 2:
DFT (ωB97M-V/def2-TZVPD) results for a 6-piece molecular cluster, C2H14O5 overall.

```
! wB97M-V def2-TZVPD RIJCOSX def2/J DEFGRID3
* xyz 1 2
C -4.40 -3.19 0.26
C -4.15 -2.72 1.53
H -5.25 -3.80 -0.03
H -3.64 -2.90 -0.48
H -4.36 -3.38 2.37
H -3.76 -1.71 1.58
H 3.45 1.06 -0.18
H 3.82 0.77 1.25
O 3.06 0.73 0.64
H -0.74 0.75 -0.51
H 0.66 0.51 -0.12
O -0.02 0.13 -0.69
H -1.80 2.79 -2.64
H -2.22 2.73 -1.15
O -2.33 2.30 -2.00
H 4.30 -1.21 -0.51
H 3.75 -2.24 -1.51
O 4.31 -1.47 -1.44
H 3.02 2.86 0.97
H 3.23 4.16 1.77
O 3.07 3.82 0.89
*
```

For the total energy, the calculation gives -12527.284 eV. As for the HOMO-LUMO gap (alpha / beta): 6.36 / 3.73 eV.



Entry 3:
DFT (ωB97M-V/def2-TZVPD) results for a 6-piece molecular cluster, C2H14O6 overall.

```
! wB97M-V def2-TZVPD RIJCOSX def2/J DEFGRID3
* xyz 0 1
C 2.46 -1.80 -2.40
C 2.61 -1.69 -1.10
O 1.90 -2.39 -0.15
H 3.07 -1.26 -3.11
H 1.80 -2.51 -2.89
H 3.41 -1.18 -0.58
H 1.37 -3.07 -0.61
O -0.87 4.30 -0.70
H -1.51 4.43 -1.40
H -1.41 4.04 0.04
O -0.90 -2.26 -1.19
H -1.83 -2.00 -1.12
H -0.64 -1.96 -2.06
O -1.06 1.29 1.46
H -0.86 0.44 1.90
H -0.74 1.03 0.58
O 0.23 -1.28 1.71
H 1.06 -1.39 1.21
H 0.42 -0.99 2.60
O -3.19 2.88 2.49
H -2.80 2.97 3.37
H -2.52 2.42 1.97
*
```

As for the SMILES: C=CO.O.O.O.O.O. For the total energy, the calculation gives -14585.273 eV. As for the HOMO-LUMO gap: 10.14 eV.



Entry 4:
DFT (ωB97M-V/def2-TZVPD) results for a 6-piece molecular cluster, C2H14O6 overall.

```
! wB97M-V def2-TZVPD RIJCOSX def2/J DEFGRID3
* xyz 0 1
C 1.49 -1.54 0.12
C 1.18 -0.49 -0.63
O 1.11 -0.77 -1.99
H 1.46 -1.52 1.20
H 1.76 -2.50 -0.30
H 1.07 0.54 -0.31
H 0.65 -0.05 -2.45
O -0.22 2.08 -1.14
H -0.69 2.92 -1.12
H -0.94 1.42 -1.05
O -2.59 0.77 -1.88
H -2.40 -0.05 -1.36
H -2.24 0.50 -2.75
O -1.96 -1.47 -0.43
H -1.01 -1.56 -0.30
H -2.45 -2.24 -0.11
O -1.05 -1.02 3.43
H -1.97 -0.77 3.27
H -0.74 -0.11 3.31
O 3.25 1.73 1.80
H 3.53 1.59 0.88
H 2.75 2.55 1.81
*
```

As for the SMILES: C=CO.O.O.O.O.O. For the total energy, the calculation gives -14585.205 eV. As for the HOMO-LUMO gap: 9.55 eV.



Entry 5:
DFT (ωB97M-V/def2-TZVPD) results for a 6-piece molecular cluster, C2H14O6 overall.

```
! wB97M-V def2-TZVPD RIJCOSX def2/J DEFGRID3
* xyz 0 1
C -2.60 1.11 -0.34
C -1.60 0.32 -0.67
O -1.85 -0.74 -1.49
H -2.46 1.88 0.42
H -3.61 0.94 -0.69
H -0.55 0.38 -0.39
H -1.02 -0.97 -1.92
O 0.77 -1.56 -1.71
H 0.97 -2.46 -1.47
H 1.24 -1.00 -1.07
O 2.90 -1.03 0.00
H 3.60 -1.48 0.49
H 2.82 -0.14 0.39
O 2.45 1.68 0.37
H 1.69 2.08 0.78
H 3.01 2.39 0.04
O 0.37 2.08 1.48
H -0.57 2.16 1.30
H 0.49 1.79 2.39
O -1.90 -2.75 1.02
H -1.98 -2.88 0.07
H -2.16 -1.82 1.01
*
```

As for the SMILES: C=CO.O.O.O.O.O. For the total energy, the calculation gives -14585.470 eV. As for the HOMO-LUMO gap: 9.47 eV.



Entry 6:
DFT (ωB97M-V/def2-TZVPD) results for a 6-piece molecular cluster, C2H14O6 overall.

```
! wB97M-V def2-TZVPD RIJCOSX def2/J DEFGRID3
* xyz 1 2
C 0.68 2.46 2.76
C 0.42 2.55 1.40
O 0.87 1.67 0.57
H 0.01 2.97 3.44
H 1.39 1.83 3.28
H 0.06 3.50 1.02
H 0.58 2.00 -0.39
H -0.59 2.20 -2.12
H 0.29 0.88 -2.11
O 0.27 1.85 -1.89
H -2.21 -2.65 -0.42
H -3.23 -2.84 -1.56
O -2.53 -2.27 -1.26
H 1.07 -1.03 -1.68
H -0.24 -1.16 -2.45
O 0.66 -0.78 -2.52
H 2.09 -1.27 0.87
H 1.05 -0.12 0.77
O 1.15 -1.08 0.73
H -1.41 -2.93 2.12
H -0.41 -2.14 1.25
O -1.16 -2.76 1.20
*
```

For the total energy, the calculation gives -14577.431 eV. As for the HOMO-LUMO gap (alpha / beta): 8.57 / 5.23 eV.



Entry 7:
DFT (ωB97M-V/def2-TZVPD) results for a 2-piece molecular cluster, C2H14Si4 overall.

```
! wB97M-V def2-TZVPD RIJCOSX def2/J DEFGRID3
* xyz 0 1
C -2.17 1.27 -0.32
C 0.53 0.17 -0.07
Si 2.17 -0.36 -0.89
Si -0.40 -2.28 0.64
Si 0.92 1.12 1.50
Si -0.62 0.82 -1.35
H -2.72 0.41 -0.24
H -1.98 1.56 0.74
H -2.81 2.00 -0.74
H 2.23 -0.15 -2.36
H 2.57 -1.68 -0.31
H 3.37 0.60 -0.53
H -1.58 -2.24 -0.24
H 0.56 -3.43 0.56
H -0.61 -2.10 2.01
H 2.02 2.10 1.27
H 1.03 0.04 2.42
H 0.03 2.09 2.27
H -1.30 -0.20 -2.36
H -0.07 1.56 -2.41
*
```

For the total energy, the calculation gives -33807.120 eV. As for the HOMO-LUMO gap: 8.30 eV.



Entry 8:
DFT (ωB97M-V/def2-TZVPD) results for a 5-piece molecular cluster, C2H15NO4 overall.

```
! wB97M-V def2-TZVPD RIJCOSX def2/J DEFGRID3
* xyz 0 1
C 0.18 -2.49 0.57
C 1.28 -1.63 0.11
N 1.38 -0.39 0.96
H 0.18 -2.84 1.60
H -0.87 -2.32 0.47
H 0.22 -3.47 0.01
H 2.22 -2.21 0.05
H 1.04 -1.33 -0.89
H 0.35 -0.20 1.11
H 1.78 -0.76 1.77
O 1.16 2.23 0.11
H 1.97 2.05 0.50
H 0.46 1.71 0.47
O -1.36 2.19 2.22
H -1.86 1.96 1.46
H -0.51 2.60 1.85
O -3.86 1.21 -1.90
H -3.52 0.71 -2.62
H -4.46 0.69 -1.40
O 1.40 0.64 -2.50
H 1.21 1.59 -2.27
H 1.60 0.06 -1.68
*
```

As for the SMILES: CCN.O.O.O.O. For the total energy, the calculation gives -11996.123 eV. As for the HOMO-LUMO gap: 10.50 eV.



Entry 9:
DFT (ωB97M-V/def2-TZVPD) results for a 5-piece molecular cluster, C2H15NO4 overall.

```
! wB97M-V def2-TZVPD RIJCOSX def2/J DEFGRID3
* xyz 0 1
C 0.71 2.49 1.51
C -0.02 1.19 0.81
N 0.90 0.03 0.59
H 1.70 2.67 1.17
H 0.24 3.44 1.35
H 0.85 2.43 2.65
H -0.92 0.75 1.56
H -0.41 1.50 -0.17
H 1.40 -0.36 1.47
H 1.71 0.45 0.12
O 2.81 0.78 -3.95
H 2.11 0.12 -4.03
H 2.86 0.90 -2.98
O -1.50 -3.20 1.17
H -1.81 -3.86 0.52
H -2.19 -2.49 1.15
O 0.71 -2.05 2.54
H 0.16 -2.49 1.94
H 0.93 -2.73 3.27
O -3.27 1.24 -2.50
H -3.15 2.16 -2.42
H -3.95 1.09 -1.78
*
```

As for the SMILES: CCN.O.O.O.O. For the total energy, the calculation gives -11996.087 eV. As for the HOMO-LUMO gap: 9.48 eV.



Entry 10:
DFT (ωB97M-V/def2-TZVPD) results for a 6-piece molecular cluster, C2H15NO5 overall.

```
! wB97M-V def2-TZVPD RIJCOSX def2/J DEFGRID3
* xyz 0 1
C -0.63 1.33 0.90
N -0.14 0.30 1.45
C 0.86 0.48 2.52
H -1.26 1.09 0.05
H -0.37 2.38 1.05
H 0.37 0.69 3.47
H 1.54 1.28 2.22
H 1.48 -0.41 2.52
O -2.96 -1.00 1.85
H -2.83 -1.94 1.76
H -2.14 -0.58 2.15
O 2.30 1.78 -0.09
H 1.55 1.76 -0.73
H 3.04 1.66 -0.69
O -1.00 -2.00 -0.49
H -0.54 -1.77 0.33
H -1.62 -1.27 -0.57
O 0.99 1.00 -2.74
H 0.74 1.11 -3.66
H 0.80 0.08 -2.50
O 0.29 -1.79 -2.96
H -0.20 -2.01 -2.15
H -0.25 -2.13 -3.68
*
```

As for the SMILES: C=NC.O.O.O.O.O. For the total energy, the calculation gives -14044.497 eV. As for the HOMO-LUMO gap: 10.84 eV.



Entry 11:
DFT (ωB97M-V/def2-TZVPD) results for C2H15O6 as an isolated structure.

```
! wB97M-V def2-TZVPD RIJCOSX def2/J DEFGRID3
* xyz -1 1
C -2.16 1.40 2.20
O -2.08 0.34 1.32
C -1.57 2.69 1.57
H -1.62 1.27 3.08
H -3.33 1.60 2.46
H -1.84 2.70 0.52
H -0.41 2.76 1.70
H -1.87 3.68 2.01
H -0.91 0.13 1.24
H 1.03 0.78 1.12
O 0.57 -0.02 0.98
H 2.15 -0.92 1.90
H 3.31 -0.89 0.99
O 3.14 -0.99 1.92
H 0.65 -2.12 -0.49
H 0.46 -0.42 -0.26
O 0.65 -1.35 -0.96
H -0.62 -0.77 -2.50
H -1.37 0.16 -3.18
O -1.30 -0.71 -3.16
H 1.24 -0.94 -3.81
H 1.72 -1.08 -2.28
O 2.01 -1.08 -3.24
*
```

For the total energy, the calculation gives -14602.654 eV. As for the HOMO-LUMO gap: 9.43 eV.



Entry 12:
DFT (ωB97M-V/def2-TZVPD) results for C2H16FO6Zr as an isolated structure.

```
! wB97M-V def2-TZVPD RIJCOSX def2/J DEFGRID3
* xyz 3 1
Zr 0.11 2.07 -1.00
F -0.09 0.75 0.03
C -1.77 -1.55 0.71
O -1.87 -0.36 -0.01
H -1.58 -1.38 1.77
H -2.69 -2.13 0.62
H -0.98 -2.07 0.18
H -1.09 0.20 0.03
C 1.29 -1.50 -0.93
O 0.43 -2.55 -0.92
H 1.13 -1.05 0.05
H 2.33 -1.80 -1.05
H 1.13 -0.77 -1.73
H 0.27 -2.82 -0.02
O 0.87 -0.26 1.87
H 0.38 -0.02 1.09
H 0.72 -1.20 1.96
O -0.30 0.62 -1.94
H -1.08 0.15 -2.23
H 0.39 0.32 -2.52
O 1.35 2.41 0.26
H 1.99 1.75 0.53
H 1.42 3.10 0.92
O -0.52 2.65 0.50
H -0.63 3.40 1.08
H -1.21 2.04 0.75
*
```

For the total energy, the calculation gives -18569.359 eV. As for the HOMO-LUMO gap: 4.57 eV.



Let's list molecular weight in order: 118.1 118.1 134.1 134.1 134.1 134.1 150.5 117.1 117.1 133.1 135.1 246.4 g/mol.
Let's list max |F| in order: 0.0525 0.0262 0.0221 0.0325 0.0274 0.0432 0.0679 0.0815 0.0770 0.0237 0.1190 0.3662 hartree/bohr.
Let's list energy relative to the best compared isomer or geometry (same formula, charge and spin) in order: 14.1 46.5 16.8 18.4 12.3 11.7 37.4 46.8 47.6 21.5 48.7 318.0 kcal/mol.